1.
Here is C4H8O2 in the gas phase from OMol25. Energies are from ωB97M-V with the def2-TZVPD basis set.

Positions of all 14 atoms, in Å:
C: 0.49605 0.94170 -2.06739
O: -0.03581 0.10897 -1.02520
C: -0.80611 0.71540 -0.14380
C: -1.09478 -0.30183 0.93536
C: 0.22059 -0.55816 1.70057
O: 1.05038 -1.48476 1.04007
H: 1.57415 1.02806 -1.90714
H: 0.01682 1.92142 -2.01220
H: 0.29982 0.45017 -3.02272
H: 0.74104 0.40110 1.86208
H: -1.43726 -1.26522 0.53326
H: -1.85925 0.09570 1.60945
H: 0.00220 -0.97685 2.68613
H: 1.08301 -1.21568 0.11141

The net charge is 0. As for the orbital gap: 9.40 eV. The energy relative to the best compared isomer or geometry (same formula, charge and spin) comes out at 360.5 kJ/mol. The calculation puts the highest occupied orbital energy at -8.66 eV.



2.
Here is a 2-piece molecular cluster, C4H8O2 overall from OMol25. Energies are from ωB97M-V with the def2-TZVPD basis set.

Positions of all 14 atoms, in Å:
C: -1.80142 -0.06569 -0.38250
C: -0.90658 -0.36814 0.77993
C: 0.19779 -1.09962 0.74690
O: 0.75972 -1.69950 -0.32929
H: -2.81852 -0.39238 -0.16901
H: -1.82857 1.00927 -0.56295
H: -1.47222 -0.54570 -1.29389
H: -1.21239 0.04554 1.72766
H: 0.76792 -1.30370 1.64249
H: 0.30773 -1.38680 -1.12478
C: 2.00151 1.45200 -0.25793
O: 0.98270 1.05422 -0.73610
H: 2.04183 2.32243 0.42345
H: 2.98051 0.97807 -0.46398

The SMILES is C/C=C\O.C=O. The net charge is 0. As for the orbital gap: 9.18 eV. The energy relative to the best compared isomer or geometry (same formula, charge and spin) comes out at 230.6 kJ/mol. The calculation puts the highest occupied orbital energy at -8.35 eV.